77
Properties=species:S:1:pos:R:3:mulliken_spin:R:1 method="wB97M-V/def2-TZVPD" de_lowest_ev=0.9820 charge=0 gap_ev="7.283 / 7.289" homo_ha="-0.266 / -0.266" s2=0.7587 lumo_ev="0.034 / 0.049" spin_multiplicity=2 total_energy_ev=-95336.7219
Co -1.477 -0.090 -0.518 1.03
C 4.023 1.055 3.322 0.00
C 3.009 0.565 2.320 0.00
C 3.330 0.395 0.978 0.00
C 2.405 -0.038 0.038 -0.01
C 2.801 -0.068 -1.403 0.00
O 2.107 0.419 -2.272 0.00
C 4.122 -0.682 -1.760 0.00
C 4.689 -1.696 -0.994 0.00
C 5.886 -2.279 -1.385 0.00
C 6.529 -1.837 -2.533 0.00
C 5.969 -0.823 -3.299 0.00
C 4.764 -0.255 -2.920 0.00
C 1.077 -0.365 0.415 -0.01
O 0.256 -0.861 -0.462 -0.01
C 0.748 -0.194 1.796 -0.02
C 1.714 0.253 2.699 0.00
C -0.594 -0.535 2.303 -0.01
N -1.609 -0.415 1.532 0.07
C -2.922 -0.977 1.803 0.01
C -3.222 -1.964 0.682 0.00
Te -3.928 0.567 -1.130 -0.04
C -3.716 -0.026 -3.133 0.00
C -4.871 -0.371 -3.827 0.00
C -4.780 -0.863 -5.121 0.00
C -3.538 -1.019 -5.721 0.00
C -2.386 -0.684 -5.024 0.01
C -2.473 -0.188 -3.730 0.01
C -0.709 -1.037 3.704 0.01
C 0.009 -2.160 4.104 0.00
C -0.109 -2.636 5.400 0.00
C -0.925 -1.979 6.312 0.00
C -1.630 -0.849 5.923 0.00
C -1.527 -0.383 4.620 0.00
H 4.985 1.238 2.845 0.00
H 4.181 0.326 4.119 0.00
H 3.703 1.987 3.792 0.00
H 4.336 0.630 0.644 0.00
H 4.183 -2.038 -0.100 0.00
H 6.316 -3.078 -0.795 0.00
H 7.468 -2.286 -2.833 0.00
H 6.471 -0.481 -4.195 0.00
H 4.301 0.523 -3.513 0.00
H 1.436 0.359 3.742 0.00
H -3.659 -0.168 1.793 0.00
H -2.994 -1.486 2.764 0.00
H -3.388 -2.990 0.990 0.00
H -2.031 -2.704 -0.926 0.00
H -5.840 -0.278 -3.354 0.00
H -5.682 -1.138 -5.652 0.00
H -3.467 -1.410 -6.728 0.00
H -1.413 -0.814 -5.480 0.00
H -1.557 0.054 -3.201 -0.01
H 0.658 -2.657 3.393 0.00
H 0.440 -3.518 5.702 0.00
H -1.010 -2.347 7.326 0.00
H -2.262 -0.331 6.633 0.00
H -2.081 0.497 4.311 0.00
N -6.939 -2.700 -0.684 0.00
C -5.825 -2.606 -1.002 0.00
N -4.560 -2.528 -1.385 0.00
C -3.828 -1.681 -0.644 0.00
N -2.380 -1.829 -0.548 -0.03
C 0.260 5.918 -0.814 0.00
C -0.070 4.458 -0.717 0.00
C -0.573 3.895 0.450 0.00
C -0.887 2.551 0.481 0.01
N -0.722 1.743 -0.571 -0.01
C -0.214 2.270 -1.690 -0.01
C 0.114 3.606 -1.799 0.00
H 0.183 6.409 0.154 0.00
H -0.424 6.415 -1.504 0.00
H 1.271 6.062 -1.197 0.00
H -0.726 4.498 1.336 0.00
H -1.286 2.089 1.374 0.00
H -0.031 1.585 -2.505 -0.01
H 0.521 3.973 -2.733 0.00